Entry 1:
{
  "formula": "C6H9N",
  "method": "ωB97M-V/def2-TZVPD",
  "total_charge": 0,
  "smiles": "C=C(C)[C@@H](C)C#N",
  "lumo_energy_ev": 0.8,
  "elements": ["N", "C", "C", "C", "C", "C", "C", "H", "H", "H", "H", "H", "H", "H", "H", "H"],
  "positions_angstrom": [[1.0684, -0.7308, -2.5110], [0.2991, 0.6307, 0.2989], [1.1681, 1.2551, 1.0573], [-0.8397, 1.3568, -0.2997], [0.7460, -0.8526, -1.4010], [0.3824, -0.8305, 0.0120], [-0.8940, -1.6930, 0.2257], [-1.2344, 1.8916, 0.5361], [-1.4823, 0.7364, -0.8110], [2.1577, 0.8017, 1.4496], [-0.5157, 2.0883, -1.0700], [-1.5969, -1.2817, -0.4064], [-1.1725, -1.8807, 1.2411], [1.3040, 2.4207, 1.1369], [1.2763, -1.0781, 0.6833], [-0.6665, -2.8338, -0.1419]],
  "atomic_forces_ev_per_a": [[-0.62, -0.33, 1.53], [-0.72, 0.37, 0.17], [3.88, 2.11, 0.93], [1.71, 2.10, -0.19], [1.09, -0.07, -1.84], [1.41, -0.77, 1.54], [3.28, -3.52, -0.42], [-1.14, 0.47, 0.08], [-1.86, -1.31, -0.68], [-2.00, 0.19, -0.54], [0.04, -0.26, 0.56], [-2.06, 0.51, -0.91], [-0.34, 0.69, 0.65], [-1.07, -2.33, -0.14], [-1.15, -0.71, -1.24], [-0.45, 2.85, 0.50]]
}

Entry 2:
{
  "formula": "C6H9N",
  "method": "ωB97M-V/def2-TZVPD",
  "total_charge": 0,
  "smiles": "C=N[C@H]1CC12CC2",
  "lumo_energy_ev": 1.2,
  "elements": ["N", "C", "C", "C", "C", "C", "C", "H", "H", "H", "H", "H", "H", "H", "H", "H"],
  "positions_angstrom": [[-0.9632, -0.8539, 1.2946], [-0.0004, 0.2175, -0.6231], [-0.1732, -0.9584, 2.2670], [0.5203, 1.5214, -0.1578], [1.1776, 0.7903, -1.3130], [-0.4113, -1.0738, -0.0056], [-1.2827, -0.4048, -1.0289], [1.0535, 1.5436, 0.7941], [2.1644, 0.3700, -1.1402], [-1.3674, -0.8690, -1.9974], [1.0051, 1.1777, -2.3155], [0.1926, -1.9738, -0.1683], [-2.1999, -0.0167, -0.5830], [-0.0418, 2.4208, -0.3898], [-0.5017, -0.4838, 3.1798], [0.8280, -1.4069, 2.1871]],
  "atomic_forces_ev_per_a": [[0.45, 0.41, 0.39], [-0.08, -0.04, -0.22], [-0.02, 0.04, 0.07], [-0.20, 0.05, 0.10], [0.11, -0.14, -0.16], [0.13, 0.01, 0.14], [-0.19, -0.13, -0.32], [-0.13, -0.02, -0.23], [-0.15, -0.02, -0.06], [0.00, 0.14, -0.28], [0.13, -0.03, 0.19], [-0.33, 0.20, -0.14], [0.23, -0.09, -0.29], [0.03, -0.11, 0.09], [0.07, -0.50, 0.60], [-0.06, 0.24, 0.10]]
}

Entry 3:
{
  "formula": "C6H9N",
  "method": "ωB97M-V/def2-TZVPD",
  "total_charge": 0,
  "lumo_energy_ev": 1.1,
  "elements": ["N", "C", "C", "C", "C", "C", "C", "H", "H", "H", "H", "H", "H", "H", "H", "H"],
  "positions_angstrom": [[0.1782, -0.2035, 1.4286], [-0.7111, 0.1577, -0.5754], [0.2155, -0.9901, 0.1137], [0.1850, 0.9881, 0.3234], [1.5037, -0.5854, -0.5915], [-2.1816, 0.0392, -0.3569], [1.5785, 0.6519, -0.3034], [-2.6490, -0.7693, -0.8524], [-0.5576, 0.1210, -1.6825], [-0.0157, -2.1071, 0.1450], [-0.8430, -0.2824, 1.7609], [-2.5876, -0.1139, 0.7400], [2.2084, -1.4720, -0.9396], [2.2350, 1.5169, -0.6014], [0.2532, 2.0885, 0.5735], [-2.8310, 0.8743, -0.8034]],
  "atomic_forces_ev_per_a": [[-1.21, 1.09, -1.43], [-0.34, -2.15, -0.91], [-1.42, -0.65, -0.52], [2.36, 0.15, 1.24], [1.69, -6.37, 0.60], [-2.90, 1.57, 2.07], [0.13, 5.22, -0.46], [0.15, -1.40, -0.77], [0.17, 0.76, 0.81], [0.00, 1.58, -0.01], [1.86, 0.25, -0.58], [1.12, 0.59, -1.83], [-1.29, 2.56, 0.36], [-0.37, -1.41, 0.45], [-1.26, -1.26, 0.14], [1.31, -0.52, 0.84]]
}

Entry 4:
{
  "formula": "C6H9N",
  "method": "ωB97M-V/def2-TZVPD",
  "total_charge": 0,
  "smiles": "Cc1cc[nH]c1C",
  "lumo_energy_ev": 1.0,
  "elements": ["N", "C", "C", "C", "C", "C", "C", "H", "H", "H", "H", "H", "H", "H", "H", "H"],
  "positions_angstrom": [[1.0285, 1.1903, -0.2716], [1.4786, -0.9468, 0.0731], [-1.2320, 1.5737, -0.1035], [-0.1529, 0.5599, -0.0499], [-0.9838, -1.8484, 0.3565], [0.0590, -0.7866, 0.1361], [2.0528, 0.2761, -0.1990], [-1.8709, -1.6664, -0.2643], [-0.7953, 2.3930, -0.7445], [-2.1679, 1.1435, -0.4566], [-1.3152, -1.8761, 1.4003], [-0.6183, -2.8520, 0.1040], [-1.3905, 2.0945, 0.8435], [0.8199, 2.1357, -0.6188], [1.9990, -1.8926, 0.1893], [3.0891, 0.5021, -0.3946]],
  "atomic_forces_ev_per_a": [[-0.03, -0.04, -0.05], [-0.01, 0.02, -0.14], [-0.30, 0.37, -0.19], [-0.06, 0.08, 0.02], [-0.06, 0.01, 0.08], [-0.12, 0.32, 0.09], [0.17, -0.19, -0.23], [0.17, 0.00, 0.13], [-1.41, -0.70, 0.06], [-0.09, 0.48, -0.21], [0.01, -0.04, -0.10], [0.04, 0.29, 0.04], [-0.19, -0.37, 0.23], [2.01, -0.70, 0.25], [0.00, 0.28, -0.04], [-0.13, 0.19, 0.06]]
}

Entry 5:
{
  "formula": "C6H9N",
  "method": "ωB97M-V/def2-TZVPD",
  "total_charge": 0,
  "smiles": "Cc1cc[nH]c1C",
  "lumo_energy_ev": 1.0,
  "elements": ["N", "C", "C", "C", "C", "C", "C", "H", "H", "H", "H", "H", "H", "H", "H", "H"],
  "positions_angstrom": [[0.5862, -1.1761, -1.2155], [-0.3147, 1.6613, 1.0659], [0.3239, -0.0959, -2.1517], [0.3158, -0.7167, 0.0811], [0.0782, -1.4848, 1.3007], [-0.2732, 0.9130, -1.4620], [-0.0542, 0.6274, -0.1008], [0.3060, 1.4265, 1.9149], [-0.5730, -0.8445, 1.8365], [0.4565, -0.2988, -3.2093], [-1.3459, 1.8258, 1.3929], [0.7800, -2.2222, -1.3455], [-0.8651, 1.7492, -1.8295], [-0.4222, -2.3939, 0.9814], [0.9750, -1.6127, 2.0129], [0.0265, 2.6425, 0.7281]],
  "atomic_forces_ev_per_a": [[0.12, -0.48, 0.48], [0.25, -0.59, -1.56], [-0.53, -3.05, 0.23], [0.12, 2.84, -2.82], [1.98, -0.39, 0.76], [1.06, 0.18, 0.04], [-1.42, 0.14, 2.77], [0.08, -0.23, 0.41], [-1.01, 0.12, 0.84], [-0.16, 0.10, 0.28], [-0.03, -0.46, -0.13], [-0.28, 2.64, -0.43], [0.80, 0.01, -0.14], [0.07, -0.41, 0.68], [-1.12, -0.37, -1.32], [0.05, -0.05, -0.09]]
}

Entry 6:
{
  "formula": "C6H9N2",
  "method": "ωB97M-V/def2-TZVPD",
  "total_charge": 1,
  "smiles": "C=C1[NH+]=C(C)N=C1C",
  "lumo_energy_ev": -5.9,
  "elements": ["N", "N", "C", "C", "C", "C", "C", "C", "H", "H", "H", "H", "H", "H", "H", "H", "H"],
  "positions_angstrom": [[-0.8323, 0.9457, -0.2093], [0.1370, -1.0079, -0.6754], [0.4606, 1.5805, 1.7791], [0.1295, 0.7528, 0.7740], [1.6659, -1.3110, 1.1476], [0.6457, -0.5660, 0.4520], [-1.5471, -0.3566, -2.2264], [-0.7851, -0.1285, -1.0528], [-1.3497, -1.2714, -2.6714], [0.0450, 2.5743, 1.8974], [-2.6282, -0.1429, -2.1380], [1.3259, 1.2962, 2.4097], [-1.3494, 1.8352, -0.4179], [1.8946, -0.7106, 2.0924], [2.3852, -1.6639, 0.4016], [1.1289, -2.2217, 1.5274], [-1.3265, 0.3958, -3.0899]],
  "atomic_forces_ev_per_a": [[-1.40, 0.61, -1.90], [0.26, -0.69, 0.70], [1.09, -0.54, -0.39], [-0.32, 0.37, 0.88], [-1.00, -0.19, 2.23], [0.46, 0.13, -0.91], [-1.92, 3.35, -2.78], [0.45, 1.87, 1.37], [0.22, -1.91, -0.38], [-0.12, -0.15, 0.07], [0.37, -0.46, 0.40], [-0.87, 0.26, -0.25], [0.72, -1.42, 0.46], [0.84, -1.15, -1.49], [0.45, 0.31, 0.70], [0.57, 0.48, -0.28], [0.18, -0.87, 1.58]]
}

Entry 7:
{
  "formula": "C6H9N2",
  "method": "ωB97M-V/def2-TZVPD",
  "total_charge": 1,
  "smiles": "[NH2+]=C1NC=C[C@@H]2C[C@H]12",
  "lumo_energy_ev": -4.0,
  "elements": ["N", "N", "C", "C", "C", "C", "C", "C", "H", "H", "H", "H", "H", "H", "H", "H", "H"],
  "positions_angstrom": [[-0.9365, -0.2960, 1.0376], [0.6818, 1.2946, 1.9118], [0.0429, 0.6449, 0.8352], [0.7429, 0.5919, -0.4365], [-1.6311, -0.7023, -0.0906], [1.2041, -0.7869, -0.7018], [0.2254, -0.2598, -1.5669], [-1.1992, -0.6536, -1.3360], [-1.3421, -0.5494, 1.9233], [0.9582, -1.5158, 0.0891], [1.3545, 2.0476, 1.9185], [0.5402, 0.0862, -2.4791], [-2.6357, -1.0461, 0.0594], [0.1935, 1.3309, 2.7987], [2.1674, -0.8466, -1.1346], [-1.8224, -0.7183, -2.2392], [1.4562, 1.3788, -0.5888]],
  "atomic_forces_ev_per_a": [[1.65, 2.25, -0.42], [-2.60, -1.27, -0.92], [1.86, -0.54, 2.74], [0.08, 1.92, 1.56], [-1.89, -1.12, -1.10], [1.61, -2.35, 1.45], [-3.36, -0.10, 0.85], [1.20, 0.90, -1.21], [0.19, 0.43, 0.34], [0.22, 0.21, -0.86], [0.18, -0.22, -1.22], [0.42, 0.51, -2.22], [-0.31, 0.02, 0.51], [-0.23, -0.33, -0.16], [0.98, -0.21, 0.02], [0.01, -0.44, 0.87], [-0.02, 0.35, -0.22]]
}

Entry 8:
{
  "formula": "C6H9N2O",
  "method": "ωB97M-V/def2-TZVPD",
  "total_charge": 1,
  "spin_multiplicity": 3,
  "s2": 2.015,
  "lumo_energy_ev": [-4.1, -7.7],
  "elements": ["O", "N", "N", "C", "C", "C", "C", "C", "C", "H", "H", "H", "H", "H", "H", "H", "H", "H"],
  "positions_angstrom": [[-1.1929, 1.7981, -0.3447], [0.7886, 0.6245, -0.0210], [1.1203, -0.6247, 0.0740], [-0.5673, -1.5871, 0.1846], [1.6338, 1.7282, -0.2946], [-1.3958, -0.6368, 0.0373], [-2.8886, -0.4289, 0.1043], [2.2530, -1.2001, 0.1578], [-0.6496, 0.7587, -0.1587], [-0.3708, -2.5630, 0.3543], [1.1184, 2.3602, -0.8802], [1.7992, 2.3467, 0.5692], [2.6080, 1.3276, -0.6187], [3.2380, -0.7249, 0.0569], [2.1878, -2.2178, 0.2562], [-3.4318, -1.2777, -0.0051], [-3.0784, -0.0143, 1.1046], [-3.1720, 0.3315, -0.5761]],
  "atomic_forces_ev_per_a": [[0.35, 0.30, -0.08], [-1.63, -1.36, -0.13], [-10.23, 1.38, -0.13], [3.70, 3.34, -0.58], [2.84, -1.75, 1.88], [-0.60, 3.84, -0.52], [2.15, 1.62, 1.56], [8.02, -1.25, 0.38], [-1.08, -1.41, 0.59], [0.64, -2.79, 0.45], [-1.50, 2.00, -2.89], [0.15, -0.08, 1.00], [-0.52, 0.61, -0.31], [-0.72, -0.08, -0.07], [0.28, -2.24, 0.32], [-1.53, -2.58, -0.45], [-0.06, -0.12, -0.16], [-0.26, 0.58, -0.85]]
}

Across the entries above, ΔE to the lowest compared entry with this formula, charge and spin takes the values 50.53, 73.15, 97.45, 18.56, 31.01, 38.82, 44.87, 65.85 kcal per mole, respectively.
Across the entries above, maximum force takes the values 0.0940, 0.0153, 0.1287, 0.0417, 0.0779, 0.0926, 0.0674, 0.2008 Eh/bohr, respectively.
Across the entries above, DFT total energy takes the values -288.7015, -288.6655, -288.6267, -288.7525, -288.7326, -343.2596, -343.2500, -418.2602 a.u., respectively.